(1)
DFT (ωB97M-V/def2-TZVPD) results for a structure of composition C33H23ClN2O7PReS.

Results
* LUMO energy (alpha / beta): -3.9 / -4.8 eV
* E_tot: -3185.3213 Ha
* <S²>: 3.7669
* 2S+1: 4
* total charge: +1
* frontier orbital gap (alpha / beta): 7.541 / 6.983 eV

Atoms and positions in Å:
Re -0.118 1.112 0.226
O -3.596 -0.828 0.748
C -2.743 -0.495 -0.027
O -1.987 0.581 0.192
C -2.537 -1.230 -1.329
C -3.679 -1.821 -1.859
C -3.629 -2.511 -3.058
C -2.421 -2.648 -3.726
C -1.273 -2.087 -3.195
C -1.323 -1.357 -2.008
P 0.249 -0.744 -1.336
C 1.330 -0.205 -2.680
C 0.845 0.242 -3.907
C 1.733 0.678 -4.880
C 3.098 0.666 -4.637
C 3.583 0.233 -3.409
C 2.704 -0.194 -2.430
C 1.001 -2.274 -0.696
C 0.770 -2.675 0.617
C 1.241 -3.902 1.064
C 1.933 -4.736 0.200
C 2.153 -4.347 -1.114
C 1.691 -3.121 -1.564
H -4.607 -1.724 -1.313
H -4.531 -2.946 -3.466
H -2.368 -3.196 -4.657
H -0.332 -2.219 -3.712
H -0.218 0.253 -4.106
H 1.350 1.033 -5.827
H 3.786 0.994 -5.404
H 4.648 0.222 -3.219
H 3.085 -0.526 -1.471
H 0.198 -2.044 1.281
H 1.061 -4.209 2.086
H 2.298 -5.693 0.550
H 2.685 -4.998 -1.794
H 1.881 -2.823 -2.587
Cl 4.235 -0.517 5.934
C 3.030 -0.326 4.715
C 1.802 -1.000 4.842
C 0.818 -0.858 3.898
C 1.008 -0.034 2.778
O 0.014 0.076 1.923
C 2.257 0.622 2.637
C 2.572 1.426 1.519
O 1.841 1.664 0.527
C 3.255 0.466 3.629
H 1.640 -1.635 5.703
H -0.130 -1.372 3.992
H 3.561 1.892 1.499
H 4.202 0.979 3.515
S -1.476 5.408 1.217
C -0.445 4.139 0.781
N -0.730 2.963 1.281
C -1.869 3.029 2.101
C -2.441 1.986 2.831
C -3.566 2.253 3.577
C -4.132 3.535 3.614
C -3.566 4.578 2.916
C -2.423 4.309 2.167
H 0.395 4.303 0.123
H -2.022 0.992 2.792
H -4.029 1.453 4.138
H -5.024 3.709 4.199
H -3.991 5.572 2.943
O -1.632 1.675 -2.405
N -0.707 2.463 -2.406
O -0.539 3.369 -3.172
O 0.128 2.421 -1.360

Forces on the atoms, in the same order (eV/Å):
Re -0.38 0.47 -0.16
O -0.01 0.07 0.04
C -0.02 -0.20 -0.12
O 0.50 0.27 -0.02
C 0.01 0.15 0.09
C 0.01 -0.04 0.01
C 0.00 0.01 0.01
C -0.01 -0.02 0.00
C 0.01 -0.02 0.02
C 0.04 0.20 -0.06
P 0.03 -0.50 -0.05
C -0.02 -0.04 -0.01
C 0.00 0.01 0.04
C -0.01 0.02 0.01
C -0.01 0.00 -0.01
C 0.01 0.00 0.01
C -0.05 0.08 0.02
C 0.07 0.11 0.01
C -0.08 -0.02 -0.04
C 0.01 0.01 -0.01
C 0.01 -0.01 0.00
C 0.01 0.01 -0.01
C 0.06 0.03 0.03
H 0.00 0.01 0.00
H 0.00 -0.01 0.00
H -0.01 0.00 0.00
H 0.00 0.00 0.00
H -0.04 0.00 0.00
H 0.01 -0.02 -0.01
H 0.00 0.01 0.00
H 0.00 0.02 0.01
H 0.02 -0.04 -0.03
H -0.01 -0.02 0.02
H -0.02 0.01 0.00
H 0.00 0.00 -0.01
H 0.01 -0.01 0.01
H -0.01 -0.01 0.00
Cl 0.01 -0.01 0.01
C -0.02 -0.03 0.00
C 0.01 0.02 -0.01
C -0.07 -0.01 -0.01
C 0.06 0.01 0.03
O 0.02 0.12 -0.10
C -0.11 -0.03 0.00
C 0.04 -0.02 0.02
O 0.08 0.06 -0.07
C 0.05 0.03 -0.02
H 0.00 0.00 0.00
H 0.01 0.01 0.04
H 0.01 0.00 -0.04
H 0.00 0.00 0.00
S 0.01 -0.03 0.04
C 0.11 0.06 0.15
N -0.29 -0.24 -0.19
C 0.05 0.11 0.15
C 0.00 -0.09 -0.04
C 0.00 0.01 0.00
C 0.01 0.04 -0.02
C -0.01 0.01 0.01
C 0.09 -0.01 -0.04
H -0.04 -0.05 -0.09
H -0.03 0.00 -0.01
H 0.00 -0.01 -0.01
H 0.00 -0.01 0.01
H -0.01 0.00 0.02
O 0.30 -0.44 -0.34
N -1.06 0.89 0.60
O 0.37 -0.18 -0.34
O 0.28 -0.75 0.44

(2)
DFT (ωB97M-V/def2-TZVPD) results for a structure of composition C33H23N5PRuS2.

Results
* LUMO energy (alpha / beta): -0.5 / -2.5 eV
* E_tot: -2777.5407 Ha
* <S²>: 8.7752
* relative energy (zero: lowest compared OMol25 entry of this formula, charge and spin): 78.4 kJ/mol
* 2S+1: 6
* frontier orbital gap (alpha / beta): 5.256 / 5.474 eV

Atoms and positions in Å:
Ru -19.307 1.994 -0.580
N -17.659 -0.142 0.837
P -18.844 -0.227 -0.364
C -18.081 -1.332 -1.540
C -18.136 -2.734 -1.252
C -17.511 -3.647 -2.067
C -16.690 -3.198 -3.164
C -16.568 -1.808 -3.386
C -17.212 -0.890 -2.538
C -20.194 -1.338 0.219
C -20.252 -1.657 1.607
C -21.242 -2.571 2.016
C -22.082 -3.148 1.133
C -22.020 -2.863 -0.236
C -21.091 -1.916 -0.684
C -17.131 1.024 1.268
C -16.138 1.027 2.262
C -15.311 2.130 2.407
C -15.712 3.290 1.764
C -16.852 3.307 0.922
N -17.629 2.201 0.696
H -17.236 -0.990 1.237
H -18.621 -3.060 -0.362
H -17.627 -4.720 -1.936
H -16.155 -3.908 -3.780
H -15.798 -1.455 -4.102
H -17.188 0.181 -2.674
H -19.505 -1.231 2.345
H -21.262 -2.860 3.069
H -22.894 -3.782 1.421
H -22.708 -3.305 -0.953
H -21.053 -1.695 -1.765
H -15.945 0.003 2.608
H -14.325 2.113 2.899
H -15.114 4.261 1.823
H -17.136 4.245 0.414
S -18.724 2.135 -2.654
C -19.066 3.825 -3.017
C -18.689 4.374 -4.268
C -18.785 5.739 -4.557
C -18.052 6.208 -5.724
N -17.360 6.539 -6.596
C -19.482 6.583 -3.699
C -19.791 6.085 -2.434
C -19.690 4.735 -2.096
S -19.930 4.439 -0.392
C -19.992 7.907 -4.014
N -20.506 8.907 -4.306
H -18.217 3.691 -4.903
H -20.138 6.758 -1.685
C -21.483 1.785 -0.765
C -22.063 2.218 -2.044
C -22.756 3.448 -2.215
C -23.123 3.859 -3.448
C -22.884 3.099 -4.608
C -22.303 1.841 -4.472
C -21.896 1.469 -3.184
C -23.200 3.707 -5.909
N -23.388 4.220 -6.916
H -21.789 0.819 -0.351
H -21.759 2.601 -0.035
H -23.123 3.993 -1.342
H -23.595 4.820 -3.592
H -22.135 1.188 -5.310
H -21.422 0.487 -3.185

Forces on the atoms, in the same order (eV/Å):
Ru -2.27 3.38 0.84
N -0.22 -1.52 0.69
P -0.45 -3.30 0.00
C 1.21 -1.92 0.09
C 0.41 1.02 -0.82
C 1.13 0.22 -1.75
C -1.22 1.15 1.28
C 1.12 -0.66 0.43
C -1.06 -0.44 -0.23
C 0.74 0.25 1.78
C 0.12 0.06 -0.72
C 1.78 0.85 1.59
C -1.27 -0.37 -1.95
C 0.58 1.08 0.06
C -0.26 -0.47 -0.39
C -0.36 2.89 0.46
C 0.26 -1.24 -1.16
C -0.01 0.10 -0.07
C -0.07 1.94 -1.23
C 0.26 -0.41 0.80
N 3.21 -0.75 2.03
H -0.32 0.53 -0.37
H -0.56 -0.35 0.29
H 0.09 0.18 0.30
H -0.08 0.02 -0.02
H -0.91 -0.17 0.31
H 0.56 0.01 -0.36
H -1.13 -0.52 -1.04
H -0.19 0.17 -0.25
H -0.09 -0.50 0.54
H 0.11 0.00 0.26
H 0.11 0.02 0.70
H 0.45 0.71 0.37
H -0.88 -0.17 0.15
H -0.86 -1.62 -0.03
H -0.13 -0.75 0.35
S 0.83 1.09 -3.09
C -1.07 1.71 -0.53
C -0.28 0.23 2.12
C 0.23 -0.61 -1.27
C 0.31 0.30 -0.67
N -0.96 -0.39 1.07
C -0.31 0.32 0.95
C -0.46 -0.38 -1.13
C 1.82 -0.07 0.21
S 0.24 -0.34 0.12
C 0.05 0.67 -0.66
N 0.73 -1.19 0.48
H 0.79 -0.53 -1.23
H -0.49 0.39 0.34
C -1.45 1.17 1.60
C -0.17 0.30 -0.03
C 0.11 -1.03 1.40
C -0.30 0.60 -1.57
C -0.06 0.44 -0.62
C -0.15 0.88 0.98
C 0.01 -1.35 -1.93
C 0.43 -0.86 1.41
N -0.18 0.18 -0.47
H -0.09 0.02 -0.45
H 0.10 -1.21 -0.30
H 0.55 0.05 -0.17
H -0.17 0.09 0.14
H 0.04 -0.07 -0.21
H 0.12 0.17 0.58

(3)
DFT (ωB97M-V/def2-TZVPD) results for a structure of composition C33H24BrN7O7STb.

Results
* LUMO energy (alpha / beta): 2.0 / 2.0 eV
* E_tot: -5978.8135 Ha
* <S²>: 12.6072
* relative energy (zero: lowest compared OMol25 entry of this formula, charge and spin): 165.4 kJ/mol
* 2S+1: 7
* total charge: -1
* frontier orbital gap (alpha / beta): 6.724 / 6.728 eV

Atoms and positions in Å:
Tb 1.761 0.963 -0.774
N 0.811 5.631 -1.819
C 1.205 4.430 -1.304
S 2.261 3.486 -2.259
N 0.668 4.170 -0.122
N 1.013 2.998 0.437
C 0.547 2.782 1.614
C 0.960 1.598 2.349
C 0.430 1.295 3.604
C 0.921 0.202 4.292
C 1.932 -0.559 3.724
C 2.385 -0.205 2.465
N 1.917 0.838 1.792
H 1.340 5.983 -2.596
H 0.391 6.287 -1.182
H -0.123 3.491 2.094
H -0.349 1.919 4.024
H 0.519 -0.054 5.264
H 2.344 -1.418 4.233
H 3.163 -0.779 1.971
C -3.005 3.534 -3.449
C -1.829 2.645 -3.736
C -1.560 2.120 -4.992
C -0.435 1.335 -5.180
C 0.362 1.085 -4.080
Br 1.986 0.128 -4.272
N 0.103 1.522 -2.858
C -0.960 2.310 -2.706
H -3.752 3.464 -4.240
H -2.684 4.574 -3.366
H -3.454 3.247 -2.497
H -2.216 2.334 -5.829
H -0.170 0.929 -6.145
H -1.141 2.689 -1.711
O 7.042 -2.218 -0.277
C 6.049 -1.562 -0.471
C 4.766 -2.057 -1.099
O 4.558 -3.183 -1.506
C 3.859 -0.911 -1.099
C 4.477 0.211 -0.500
O 3.849 1.326 -0.344
C 5.854 -0.105 -0.115
O 6.678 0.625 0.395
O 2.653 -0.854 -1.553
O -2.726 1.865 -0.322
C -2.086 0.876 -0.009
N -2.637 -0.198 0.660
C -1.703 -1.281 0.819
C -0.445 -0.557 0.284
O 0.693 -1.037 0.311
N -0.732 0.645 -0.203
C -1.532 -1.721 2.270
C -2.342 -1.195 3.271
C -2.223 -1.634 4.582
C -1.287 -2.601 4.913
C -0.456 -3.108 3.925
C -0.574 -2.673 2.614
C -2.040 -2.494 -0.064
C -3.370 -2.816 -0.316
C -3.703 -3.941 -1.055
C -2.707 -4.762 -1.559
C -1.378 -4.437 -1.334
C -1.044 -3.311 -0.595
H -3.628 -0.263 0.794
H -3.052 -0.414 3.034
H -2.869 -1.220 5.348
H -1.206 -2.953 5.934
H 0.292 -3.851 4.176
H 0.098 -3.056 1.860
H -4.164 -2.187 0.065
H -4.747 -4.166 -1.234
H -2.971 -5.644 -2.129
H -0.591 -5.058 -1.743
H -0.002 -3.051 -0.469

Forces on the atoms, in the same order (eV/Å):
Tb -1.43 1.01 -0.53
N -0.07 0.09 -0.06
C 0.00 -0.23 0.02
S 0.27 -0.03 0.20
N -0.35 0.46 0.02
N -0.01 0.36 0.50
C 0.00 0.32 -0.15
C 0.27 -0.28 0.27
C 0.03 0.12 -0.11
C 0.05 -0.04 0.02
C -0.06 0.08 0.05
C 0.16 -0.02 0.01
N -0.39 0.16 0.07
H 0.01 0.01 -0.01
H 0.01 -0.02 0.04
H 0.02 0.08 -0.07
H -0.01 0.00 -0.02
H 0.00 -0.02 -0.01
H 0.02 0.00 -0.02
H -0.05 -0.03 -0.03
C 0.09 -0.05 0.04
C 0.01 0.00 -0.02
C 0.05 0.01 0.05
C 0.04 -0.03 -0.06
C 0.13 0.03 0.11
Br -0.21 0.07 -0.34
N 0.02 -0.29 -0.38
C -0.09 0.01 0.03
H -0.02 0.02 0.01
H -0.03 0.01 -0.01
H -0.05 0.04 -0.01
H -0.01 0.00 0.01
H -0.01 0.02 0.00
H -0.01 -0.03 0.07
O 0.04 0.00 0.01
C 0.20 -0.17 0.03
C -0.23 -0.14 -0.15
O 0.01 -0.02 -0.01
C 0.59 0.13 0.18
C 0.11 -0.50 -0.10
O 1.01 -0.02 0.03
C -0.01 0.29 0.13
O 0.04 -0.02 0.02
O 0.59 -0.76 -0.07
O 0.11 -0.11 0.00
C -0.18 0.22 0.17
N 0.09 -0.10 0.07
C 0.00 -0.08 -0.15
C -0.47 -0.28 0.19
O -0.04 -0.22 -0.08
N -0.20 -0.11 0.11
C -0.01 0.05 0.04
C 0.04 0.06 0.00
C -0.01 -0.04 0.04
C -0.03 0.01 0.03
C 0.02 -0.05 -0.01
C -0.01 0.03 0.00
C 0.05 0.00 -0.01
C 0.04 -0.01 0.07
C -0.05 0.08 0.04
C -0.05 -0.03 -0.01
C -0.02 -0.06 -0.03
C 0.00 0.07 -0.05
H -0.06 0.03 -0.11
H -0.02 -0.04 -0.02
H 0.00 0.01 -0.02
H 0.03 0.00 -0.01
H 0.01 0.01 -0.02
H -0.02 -0.05 -0.05
H -0.02 -0.02 0.01
H 0.02 -0.04 -0.01
H 0.04 0.01 -0.02
H 0.02 0.03 0.00
H 0.03 0.00 0.07

Question: Which value of <S²> does entry 3 give?
Answer: 12.6072

Question: The highest E_tot belongs to which entry?
Answer: C33H23N5PRuS2